# 1
# C18H60N12O12

A 12-piece molecular cluster, C18H60N12O12 overall (ωB97M-V with the def2-TZVPD basis set, the Open Molecules 2025 dataset).

```
102
C18H60N12O12 | the Open Molecules 2025 dataset | ωB97M-V with the def2-TZVPD basis set
O 17.905 -12.336 -9.394
O 16.173 -5.247 -4.344
O 16.780 -5.928 -10.533
O 19.229 -12.342 -6.948
O 14.342 -11.014 -8.612
O 11.765 -6.968 -9.932
O 17.435 -7.577 -7.165
O 18.423 -2.453 -7.822
O 16.926 -9.370 -4.692
O 15.024 -9.206 -10.577
O 21.823 -7.582 -9.291
O 17.019 -10.308 -13.311
N 17.558 -4.568 -8.031
N 14.929 -10.227 -5.532
N 14.408 -6.126 -10.753
N 15.588 -3.999 -6.252
N 17.404 -8.327 -12.014
N 12.958 -8.822 -11.631
N 18.719 -3.797 -9.724
N 18.172 -8.433 -13.988
N 15.149 -5.130 -9.062
N 14.272 -10.264 -12.576
N 14.870 -8.125 -4.800
N 15.126 -6.056 -6.380
C 14.074 -9.478 -11.617
C 12.967 -7.417 -8.194
C 19.917 -6.599 -10.258
C 17.014 -8.332 -8.265
C 12.994 -12.269 -9.897
C 15.672 -5.139 -5.640
C 21.085 -8.628 -11.120
C 11.595 -7.516 -8.792
C 14.992 -13.205 -8.623
C 20.748 -7.789 -9.921
C 18.241 -3.597 -8.541
C 14.407 -12.033 -9.313
C 15.479 -5.799 -10.091
C 18.041 -11.690 -6.470
C 17.513 -9.040 -13.106
C 17.741 -11.105 -9.950
C 15.588 -9.226 -5.121
C 11.095 -8.880 -8.764
H 13.812 -10.317 -5.712
H 14.507 -6.864 -11.468
H 13.118 -6.335 -7.982
H 12.290 -12.379 -9.153
H 14.200 -10.316 -9.235
H 21.828 -9.433 -10.946
H 19.490 -6.656 -11.278
H 18.233 -8.965 -14.839
H 11.042 -6.828 -8.074
H 16.741 -9.353 -8.034
H 17.886 -11.734 -5.343
H 12.186 -9.152 -12.209
H 15.136 -10.729 -12.750
H 10.695 -9.278 -7.864
H 16.974 -4.395 -7.129
H 14.319 -13.642 -7.926
H 13.816 -8.038 -4.750
H 17.081 -11.990 -6.824
H 18.475 -10.414 -9.575
H 16.072 -7.862 -8.650
H 12.612 -11.362 -10.431
H 21.676 -8.130 -11.879
H 12.911 -13.078 -10.603
H 14.414 -4.448 -8.943
H 16.766 -10.656 -9.700
H 15.119 -11.580 -10.141
H 15.883 -3.202 -5.775
H 10.939 -6.490 -10.092
H 13.765 -7.784 -8.921
H 13.697 -10.095 -13.452
H 17.402 -12.981 -9.832
H 20.173 -8.516 -9.284
H 17.635 -8.321 -9.157
H 14.945 -7.075 -6.030
H 16.892 -8.842 -11.263
H 22.457 -7.238 -9.863
H 19.057 -7.873 -13.793
H 12.890 -7.935 -7.213
H 20.505 -5.692 -10.120
H 18.600 -4.707 -10.241
H 17.763 -11.140 -11.010
H 17.721 -5.544 -8.303
H 11.835 -9.579 -9.132
H 19.118 -12.412 -7.951
H 10.148 -8.797 -9.242
H 14.855 -5.847 -7.340
H 17.509 -7.355 -11.914
H 15.355 -11.068 -5.801
H 15.929 -12.882 -8.267
H 16.009 -4.812 -8.577
H 18.207 -10.785 -6.952
H 12.664 -8.199 -10.850
H 20.163 -9.070 -11.667
H 15.304 -7.320 -4.383
H 13.405 -6.028 -10.566
H 15.284 -13.928 -9.414
H 16.694 -7.063 -6.822
H 19.241 -3.058 -10.113
H 19.105 -6.637 -9.518
H 14.782 -3.777 -6.824
```

Gap between HOMO and LUMO, eV: 7.8
Total charge: 0
SMILES: NC(N)=O.NC(N)=O.NC(N)=O.NC(N)=O.NC(N)=O.NC(N)=O.CC(C)O.CC(C)O.CC(C)O.CO.CO.CO

---

# 2
# C4HF7N2

A 2-piece molecular cluster, C4HF7N2 overall (ωB97M-V with the def2-TZVPD basis set, the Open Molecules 2025 dataset).

```
14
C4HF7N2 | the Open Molecules 2025 dataset | ωB97M-V with the def2-TZVPD basis set
F 0.530 1.625 -0.913
F -2.098 1.574 -1.261
F -2.124 2.036 0.956
F -0.206 -1.096 -2.352
F -3.386 0.502 0.109
F -2.370 -0.921 -2.186
F -1.143 -2.436 -1.061
N 0.294 0.614 0.015
N -1.304 -1.716 1.910
C -1.234 -1.210 -1.503
C -1.028 0.181 0.172
C -2.185 1.090 0.009
C -1.092 -0.789 1.263
H 1.078 0.045 -0.223
```

Gap between HOMO and LUMO, eV: 9.4
Total charge: 0

---

# 3
# C52H44BrIrN3OP2S

C52H44BrIrN3OP2S as an isolated structure (ωB97M-V with the def2-TZVPD basis set, the Open Molecules 2025 dataset).

```
105
C52H44BrIrN3OP2S | the Open Molecules 2025 dataset | ωB97M-V with the def2-TZVPD basis set
Ir 0.019 0.111 0.514
Br 7.436 -1.607 0.624
S -2.060 0.725 1.456
P 1.134 1.952 1.169
P -2.175 -2.753 0.383
O -1.021 -1.784 0.433
N -2.422 3.416 0.569
N -0.863 0.250 -1.518
N 1.591 -0.569 -0.716
C 0.506 3.530 1.856
C -3.055 -2.867 1.936
C -0.205 3.591 3.064
C 3.839 1.566 4.239
C 5.627 -1.323 0.186
C -1.779 -6.755 -0.254
C 1.883 3.014 -1.350
C -0.047 -0.275 -2.448
C 0.702 -0.613 2.321
C -0.389 -0.401 -3.776
C 2.132 1.361 2.564
C 0.430 3.216 -1.684
C 4.200 3.329 -2.018
C -2.323 -5.516 0.036
C 3.676 0.211 4.544
C -0.431 -6.864 -0.578
C -5.420 -1.272 -1.585
C 3.695 2.389 0.124
C -4.193 -2.637 -3.144
C 1.275 -0.698 -1.952
C -2.483 0.593 -3.225
C 0.490 5.950 1.713
C 0.849 4.716 1.200
C -4.344 -3.398 2.019
C 2.710 -0.541 3.902
C 3.974 -0.317 -1.217
C 2.328 2.482 -0.121
C -3.256 -2.919 -2.160
C -0.583 2.403 3.905
C -2.283 2.330 0.937
C -1.643 0.052 -4.175
C -0.225 6.012 2.896
C 4.630 2.812 -0.812
C -0.170 -4.489 -0.327
C -3.041 -2.548 4.323
C 3.063 2.144 3.253
C -4.484 -1.548 -0.600
C 4.636 -1.864 0.991
C -2.067 0.666 -1.899
C 2.981 -0.840 -0.405
C 2.838 3.420 -2.277
C 1.902 0.044 2.926
C 3.306 -1.625 0.687
C -4.972 -3.502 3.248
C -4.323 -3.072 4.399
C -1.520 -4.377 -0.001
C -3.403 -2.387 -0.879
C -5.279 -1.824 -2.852
C -2.405 -2.452 3.095
C 5.306 -0.564 -0.927
C 0.372 -5.734 -0.616
C -0.557 4.844 3.557
H 1.984 -1.117 -2.663
H 4.051 1.962 1.050
H -1.950 -0.022 -5.210
H -6.022 -1.621 -3.614
H -5.971 -3.912 3.310
H 4.915 3.671 -2.755
H -0.087 3.834 -0.945
H -1.105 4.894 4.490
H -2.402 -7.638 -0.223
H -2.425 -3.578 -2.381
H -0.089 2.467 4.877
H 0.817 -1.699 2.239
H 0.313 -0.828 -4.479
H 4.898 -2.468 1.848
H -4.088 -3.069 -4.130
H -6.267 -0.637 -1.360
H 4.573 2.158 4.768
H 5.686 2.727 -0.591
H -0.008 -7.835 -0.797
H -2.694 1.089 -1.128
H -3.462 0.964 -3.488
H 2.501 3.849 -3.213
H -4.868 -3.713 1.125
H 3.719 0.339 -2.042
H 2.554 -1.579 4.177
H 0.771 6.854 1.189
H -4.820 -3.145 5.357
H -0.101 2.275 -1.712
H -0.516 6.969 3.310
H 4.294 -0.244 5.307
H -2.536 -2.214 5.219
H -0.317 1.453 3.459
H -4.599 -1.121 0.388
H 0.446 -3.599 -0.348
H -3.372 -5.441 0.295
H -1.661 2.390 4.074
H 3.182 3.193 3.007
H 0.328 3.701 -2.654
H 1.412 4.687 0.282
H 6.086 -0.147 -1.549
H -1.401 -2.055 3.032
H -0.128 -0.447 3.017
H 2.524 -2.078 1.276
H 1.420 -5.823 -0.867
```

Gap between HOMO and LUMO, eV: 7.0
Total charge: +1

---

# 4
# C8H28N2O5

A 5-piece molecular cluster, C8H28N2O5 overall (ωB97M-V with the def2-TZVPD basis set, the Open Molecules 2025 dataset).

```
43
C8H28N2O5 | the Open Molecules 2025 dataset | ωB97M-V with the def2-TZVPD basis set
O -1.029 -0.545 -0.584
O -0.078 -4.161 2.246
O 0.608 0.052 4.537
O 1.889 2.872 -0.728
O 0.661 -0.499 1.749
N 1.435 -2.098 -0.445
N -0.465 4.588 -0.417
C 0.373 -2.366 -1.435
C 2.799 1.888 -1.172
C 0.563 2.435 -0.757
C -0.402 -1.101 -1.729
C -1.608 2.635 0.594
C -0.257 3.253 0.219
C -0.446 -3.558 -0.984
C -2.429 -0.799 -0.554
H 2.992 1.171 -0.364
H -1.035 -4.005 -1.781
H -1.116 -3.303 -0.161
H -2.204 2.418 -0.293
H 0.334 -0.358 -2.072
H 0.882 -2.649 -2.372
H 3.729 2.398 -1.419
H 0.239 -4.317 -0.598
H -2.800 -0.371 0.374
H 0.516 1.364 -0.492
H 0.021 -3.900 3.166
H 1.046 -1.150 1.130
H -0.050 -0.114 1.225
H -2.653 -1.866 -0.595
H -1.117 -1.238 -2.542
H -1.098 4.477 -1.202
H 0.114 2.479 -1.765
H 0.546 -3.600 1.774
H -2.913 -0.310 -1.407
H 2.094 -1.423 -0.825
H -2.126 3.395 1.180
H -1.514 1.747 1.224
H 1.977 -2.938 -0.270
H 0.339 3.430 1.112
H 0.581 0.158 3.573
H 0.038 -0.704 4.697
H -0.882 5.246 0.230
H 2.447 1.369 -2.070
```

Gap between HOMO and LUMO, eV: 9.5
Total charge: 0
SMILES: COC[C@H](C)N.COC[C@H](C)N.O.O.O

---

Summary of ΔE to the lowest compared entry with this formula, charge and spin in kcal per mole
295.46; 52.72; 0.00; 9.03
(order as listed above)